73
Properties=species:S:1:pos:R:3:forces:R:3 method="wB97M-V/def2-TZVPD" homo_lumo_gap_ev=8.22 mol_weight_g_mol=843.157 e_lumo_ev=-3.75 total_energy_ha=-5467.5420 total_charge=+1 multiplicity=1 e_homo_ha=-0.440
C -0.278 5.313 2.967 0.1318 -0.4755 -0.5138
C 0.126 4.156 2.029 -0.7150 0.2942 0.5611
C 0.425 2.913 2.863 0.3706 0.0918 -0.2889
C 0.686 1.660 2.039 0.2973 0.5337 0.4470
N -0.433 1.321 1.086 0.1615 -0.6883 -0.1985
C -1.419 0.305 1.562 -1.2057 -0.3959 0.3396
C -2.483 0.887 2.491 0.2336 0.1075 -0.4433
C -3.574 1.602 1.718 -0.9571 -0.0428 1.5354
C -4.705 1.991 2.661 0.4994 0.3094 -0.1382
F -3.019 2.779 1.194 0.1902 -0.2222 -0.5341
C -0.714 -0.958 2.118 0.4004 0.5031 -0.8556
Br -1.059 -2.402 0.892 0.0615 -0.2555 0.1030
O 0.678 -0.750 2.104 0.0708 -0.1197 0.2731
C 1.081 0.388 2.841 0.3117 0.2966 -0.0329
I 3.244 0.332 2.810 -0.0105 0.0073 -0.0777
C 0.637 0.394 4.305 0.2942 -0.6102 0.4014
C 1.267 -0.779 5.058 0.0394 0.3529 0.2785
O 1.222 -1.896 4.698 -0.1797 -0.6251 -0.2059
I 2.246 -0.261 6.911 -0.0995 0.0572 -0.1105
H -0.859 6.025 2.390 0.1367 0.3487 0.1672
H 0.598 5.773 3.414 -0.0391 0.1853 0.0627
H -0.917 4.922 3.757 -0.0671 0.1051 0.1045
H 0.965 4.447 1.399 0.1133 -0.1177 -0.0320
H -0.744 4.012 1.382 0.0684 -0.2218 -0.1403
H 1.363 3.100 3.393 0.0152 -0.0683 0.1336
H -0.332 2.780 3.634 -0.1717 -0.0899 -0.0837
H 1.540 1.907 1.415 -0.1517 -0.0795 -0.3594
H -0.957 2.141 0.764 0.0764 0.1735 0.2398
H 0.012 0.921 0.257 -0.0289 -0.0117 -0.0577
H -1.970 -0.017 0.681 0.1691 0.1379 -0.2379
H -2.082 1.589 3.222 0.0714 -0.0831 0.1362
H -2.938 0.054 3.026 -0.0180 -0.0542 0.0485
H -4.024 0.977 0.946 0.5319 0.1520 -0.5257
H -4.359 2.762 3.350 0.0004 0.0928 -0.0011
H -5.537 2.380 2.084 -0.1977 -0.0493 0.1332
H -4.990 1.133 3.266 -0.2921 -0.0936 -0.1441
H -1.098 -1.269 3.084 0.0909 0.0148 0.1266
H 0.940 1.289 4.834 -0.0845 0.2654 -0.2644
H -0.438 0.246 4.435 -0.1144 0.2072 -0.0935
C -2.985 -4.341 -3.482 -0.2340 -0.1003 0.1017
O -3.311 -3.171 -2.697 2.5609 -0.2485 -2.5606
P -3.546 -1.716 -3.509 -6.1647 2.2469 4.8719
O -3.519 -0.892 -2.265 1.0325 0.1380 -0.1292
O -5.039 -2.182 -3.957 0.1302 0.1387 -0.6498
C -6.007 -2.445 -2.941 -0.0567 -0.4772 0.0462
O -3.669 -0.451 -4.583 2.9259 -1.8300 -1.5561
C -3.049 -0.542 -5.887 -0.1443 0.0562 -0.0325
H -2.979 -5.195 -2.811 -0.0126 0.0511 0.0669
H -3.735 -4.504 -4.259 -0.0033 0.0105 0.0116
H -1.999 -4.240 -3.935 0.0211 -0.0754 0.0364
H -5.751 -1.947 -2.007 0.1064 0.0169 -0.0362
H -6.093 -3.520 -2.774 0.0002 0.0078 0.0647
H -6.963 -2.069 -3.300 0.0397 0.0240 -0.0827
H -3.450 -1.386 -6.452 -0.0279 0.0341 -0.0183
H -1.966 -0.639 -5.793 -0.0067 0.0422 -0.0408
H -3.272 0.377 -6.421 -0.0661 0.0352 0.0816
C 6.916 -3.126 -1.984 -0.1336 -0.1312 0.0038
O 6.470 -2.163 -1.004 1.8134 0.8842 -1.8171
P 5.974 -0.698 -1.509 -4.2281 0.9924 2.0627
O 5.877 0.111 -0.286 0.4831 -0.0355 -0.0237
O 4.531 -1.206 -2.059 0.0756 0.3506 -0.2182
C 3.543 -1.478 -1.072 -0.0762 -0.3342 0.0553
O 6.176 0.344 -2.734 2.1396 -1.9432 -0.1406
C 7.040 -0.018 -3.839 -0.0440 0.0352 -0.0619
H 7.096 -4.061 -1.463 -0.0154 0.0498 0.0860
H 6.150 -3.284 -2.745 -0.0115 0.0334 0.0274
H 7.844 -2.798 -2.452 0.0182 -0.0389 0.0226
H 3.788 -0.960 -0.147 -0.0832 -0.0124 0.0634
H 3.474 -2.552 -0.886 0.0234 0.0053 0.0329
H 2.581 -1.129 -1.449 0.0356 0.0232 -0.0603
H 6.685 -0.926 -4.330 -0.0267 0.0363 -0.0040
H 8.065 -0.159 -3.494 0.0001 0.0295 -0.0198
H 7.021 0.800 -4.552 -0.0740 0.0529 0.0649


15
Properties=species:S:1:pos:R:3:forces:R:3 method="wB97M-V/def2-TZVPD" homo_lumo_gap_ev=9.32 mol_weight_g_mol=100.121 e_lumo_ev=0.84 total_energy_ha=-341.8668 multiplicity=1 smiles="CNC=C=N.C=O" e_above_lowest_kcal_mol=85.9 e_homo_ha=-0.312
C 1.818 1.536 -0.369 0.2041 0.1385 -0.0926
N 0.993 0.487 0.220 -0.1519 0.1465 0.0912
C -0.133 0.186 -0.586 -0.1797 0.1041 -0.2089
C -0.713 -2.092 0.579 -0.2529 -0.1336 0.1226
O -1.890 -2.169 0.874 0.5131 -0.1942 -0.0702
C -1.398 0.400 -0.259 -0.3459 -0.1584 0.2057
N -2.565 0.411 0.115 0.6716 0.0036 -0.2495
H 2.164 1.184 -1.347 0.0086 0.0939 0.1293
H 1.279 2.482 -0.523 0.0660 -0.1390 0.0532
H 2.696 1.720 0.255 -0.1003 -0.0512 -0.0458
H 0.705 0.721 1.166 0.0768 0.0275 -0.1603
H 0.084 -0.190 -1.583 -0.0716 0.1199 0.1018
H 0.050 -1.695 1.275 -0.1737 -0.0784 -0.0601
H -0.315 -2.478 -0.379 -0.1401 -0.0414 0.1639
H -2.774 -0.504 0.561 -0.1240 0.1624 0.0198


10
Properties=species:S:1:pos:R:3:forces:R:3 method="wB97M-V/def2-TZVPD" homo_lumo_gap_ev=9.94 mol_weight_g_mol=84.082 e_lumo_ev=-0.31 total_energy_ha=-297.5808 multiplicity=1 smiles="N[C@@H]1N=CN=N1" e_above_lowest_kcal_mol=39.9 e_homo_ha=-0.377
N -1.736 0.087 0.000 0.0518 -0.0999 0.0999
C -0.364 0.302 -0.345 -0.0313 0.1341 -0.1273
N 0.505 -0.861 -0.454 0.3183 0.1983 0.1567
C 1.558 -0.502 0.156 -0.1375 -0.2077 -0.1232
N 1.485 0.822 0.747 -0.4190 0.0623 0.1264
N 0.342 1.263 0.525 0.2816 -0.1442 0.0515
H -1.835 -0.187 0.971 0.0953 -0.0036 -0.0343
H -2.110 -0.667 -0.570 0.0371 0.1818 0.0530
H 2.463 -1.089 0.277 -0.1280 0.0856 -0.0629
H -0.308 0.833 -1.307 -0.0683 -0.2066 -0.1398


14
Properties=species:S:1:pos:R:3:forces:R:3 method="wB97M-V/def2-TZVPD" homo_lumo_gap_ev=10.40 mol_weight_g_mol=76.114 e_lumo_ev=1.16 total_energy_ha=-257.5884 multiplicity=1 smiles="C=CC.CF" e_above_lowest_kcal_mol=54.7 e_homo_ha=-0.340
C 1.381 -1.155 0.414 -1.2258 1.5024 -3.3064
C 1.021 0.278 0.197 1.8429 1.6872 -2.9370
C 1.276 1.073 -0.905 1.1123 -4.4248 1.1394
C -2.436 0.162 0.061 2.1988 2.0449 -0.5869
F -1.802 -0.561 1.040 0.3562 -1.0978 0.0743
H 1.684 -1.484 -0.598 0.0155 -0.6824 0.8219
H 2.071 -1.325 1.160 2.1023 0.0829 1.3513
H 0.527 -1.614 0.790 -1.7338 -1.4018 0.1761
H -3.407 -0.184 -0.083 -1.9222 -0.3864 0.2456
H 0.685 0.829 1.000 -0.7681 0.9361 2.0672
H 1.502 2.077 -0.795 -0.7369 2.1481 0.1624
H 1.771 0.619 -1.792 -0.5721 0.1613 0.5132
H -2.324 1.200 0.466 -0.7349 -0.5617 -0.9744
H -1.950 0.084 -0.955 0.0659 -0.0080 1.2533